(1)
6
Properties=species:S:1:pos:R:3:forces:R:3:nbo_charge:R:1 method="wB97M-V/def2-TZVPD" de_lowest_kcal_mol=34.28 max_force_ev_per_a=2.6 multiplicity=1 lumo_energy_ev="-1.107 / -2.472"
C -0.02675 1.04608 0.04348 -1.618 1.011 0.177 0.65
F -0.06329 2.26838 -0.44493 -0.290 0.012 0.533 -0.30
F 0.64467 0.35372 -0.76550 1.655 -1.539 -1.236 -0.28
F -3.64733 0.82168 -0.51644 0.431 -0.447 0.341 -0.48
S -2.76618 -0.30133 0.29953 -0.020 0.619 -0.488 0.34
H -1.10953 0.49272 0.24078 -0.158 0.345 0.673 0.07

***

(2)
11
Properties=species:S:1:pos:R:3:forces:R:3:nbo_charge:R:1 method="wB97M-V/def2-TZVPD" de_lowest_kcal_mol=38.86 max_force_ev_per_a=5.9 multiplicity=1 charge=+1 lumo_energy_ev=-4.128 smiles="O=C[C@H]1C[NH2+]1"
O 1.98597 0.56951 0.28571 1.093 1.393 0.868 -0.46
C 1.55190 -0.46036 -0.05111 -4.383 -1.230 -2.199 0.48
C -0.08894 -0.47375 -0.46533 3.515 1.189 4.566 -0.18
C -0.95111 -0.10737 0.71250 -3.311 -1.832 -2.136 -0.22
N -0.54039 0.91188 -0.30694 1.458 -0.537 0.925 -0.54
H 1.94596 -1.43039 -0.29285 1.250 -0.404 0.450 0.18
H -0.34020 -1.04193 -1.27749 -1.081 -1.215 -1.859 0.25
H -2.07247 -0.48652 0.73594 2.313 1.213 -0.659 0.27
H -0.67148 -0.02045 1.72091 1.294 0.501 0.879 0.26
H -1.19449 1.06778 -1.06179 -0.092 1.391 0.174 0.46
H 0.37526 1.47161 0.00045 -2.056 -0.470 -1.009 0.49

***

Number 1: calculated total energy -20036.463 eV. Number 2: calculated total energy -6736.292 eV.